1.
{
  "formula": "C25H26F3N3O3S",
  "method": "wB97M-V/def2-TZVPD",
  "relative_energy_kcal_mol": 490.2,
  "total_energy_ha": -2055.29968,
  "homo_lumo_gap_ev": 7.408,
  "largest_force_ev_per_a": 18.19,
  "smiles": "O=C(CN1C(=O)/C(=C/c2ccc(C(F)(F)F)cc2)Sc2ccccc21)NCCCN1CCOCC1",
  "elements": ["S", "F", "F", "F", "O", "O", "O", "N", "N", "N", "C", "C", "C", "C", "C", "C", "C", "C", "C", "C", "C", "C", "C", "C", "C", "C", "C", "C", "C", "C", "C", "C", "C", "C", "C", "H", "H", "H", "H", "H", "H", "H", "H", "H", "H", "H", "H", "H", "H", "H", "H", "H", "H", "H", "H", "H", "H", "H", "H", "H", "H"],
  "xyz": [[0.8155, -2.9638, 2.8395], [4.0799, 1.3765, 8.6543], [5.3695, -0.3131, 8.1677], [3.4756, -0.8963, 9.0111], [1.0116, -0.1313, 0.1971], [0.5345, 1.8241, -7.0555], [-2.7861, -0.8468, -2.0188], [-1.0755, 3.0071, -4.8553], [-1.4236, 0.6129, -1.2736], [-0.3553, -1.7229, 0.3465], [-1.5002, 1.9631, -3.7856], [2.8709, 0.9739, 6.0241], [-1.5376, 2.6495, -2.4604], [-0.9867, 1.4417, -6.8168], [0.5388, -0.8976, 0.8266], [-1.9935, 1.8822, -1.4528], [1.1637, -1.2949, 2.1895], [3.8682, 0.0740, 8.2910], [-0.7189, -3.3775, 2.2371], [-0.6171, -1.7335, -1.2252], [-1.6993, -0.5392, -1.6362], [2.4164, -0.1384, 4.1503], [1.6704, -0.2701, 2.8170], [2.5295, 1.0666, 4.7989], [-1.1945, -2.6185, 0.8226], [-1.4430, -4.3833, 2.6675], [2.7318, -1.4026, 4.8455], [-1.7650, 2.6221, -6.0637], [0.4637, 2.9772, -4.9618], [3.1002, -1.1522, 6.1865], [3.5502, -0.1309, 6.6058], [-3.0937, -4.2307, 0.7587], [-2.6204, -4.8065, 2.0999], [0.8601, 1.8010, -5.7013], [-2.3719, -3.0394, 0.3184], [-2.9267, -2.6762, -0.5036], [-0.7067, -2.5200, -1.7515], [-1.1622, -4.8116, 3.6181], [0.7421, 3.1586, -3.8135], [3.1276, 2.1496, 6.3557], [-3.2215, -5.5108, 2.7112], [0.6373, 4.1290, -5.4740], [0.1363, -1.0223, -1.6331], [-3.9094, -4.4513, 0.5145], [-1.5543, 3.6329, -6.6723], [-2.2923, 2.4554, -0.3573], [-0.6580, 3.0422, -2.2204], [1.7897, 0.8378, 2.1606], [-1.0994, 1.1757, -3.5949], [-1.2080, 0.6045, -6.3476], [-1.5217, 1.5562, -7.8302], [-0.3919, 0.8674, -0.8079], [-2.8705, 2.6520, -5.8831], [-3.1905, 1.5997, -1.5360], [-2.1479, 3.7800, -2.5388], [2.6078, -2.4100, 4.4940], [-2.5010, 1.4607, -4.1440], [2.1646, 2.0358, 4.1900], [1.9945, 2.0762, -5.8106], [0.7493, 0.8082, -5.2523], [3.5444, -2.0020, 6.5783]]
}

2.
{
  "formula": "C25H26LaN9O2S4Si",
  "method": "wB97M-V/def2-TZVPD",
  "relative_energy_kcal_mol": 0.0,
  "total_energy_ha": -3525.57121,
  "homo_lumo_gap_ev": 6.859,
  "largest_force_ev_per_a": 3.07,
  "elements": ["La", "S", "S", "S", "S", "Si", "O", "O", "N", "N", "N", "N", "N", "N", "N", "N", "N", "C", "C", "C", "C", "C", "C", "C", "C", "C", "C", "C", "C", "C", "C", "C", "C", "C", "C", "C", "C", "C", "C", "C", "C", "C", "H", "H", "H", "H", "H", "H", "H", "H", "H", "H", "H", "H", "H", "H", "H", "H", "H", "H", "H", "H", "H", "H", "H", "H", "H", "H"],
  "xyz": [[-0.8684, 0.3119, 0.6674], [-1.6224, -2.2550, -0.7865], [3.3662, -1.8970, 2.9127], [-1.8340, -1.3958, 2.8137], [1.3123, -3.2574, 1.4129], [-0.7023, -3.7987, -3.9031], [4.2228, 1.8242, 3.3113], [0.7442, 1.9072, 0.7823], [1.5612, -0.5277, 1.5456], [-3.7554, 4.6105, 2.7262], [2.2590, 0.5730, 1.9656], [-4.5918, 2.0146, -2.0188], [-4.6941, 2.8266, -0.9439], [-0.0303, -0.2692, -1.6046], [-2.3670, 2.2886, 1.8714], [-2.9845, 0.3417, 4.7214], [-3.0016, 1.2740, -0.7647], [-3.6294, 2.3677, -0.2220], [1.7523, 1.7546, 1.5948], [3.4183, -3.6782, 3.0568], [2.0402, -1.6933, 1.8094], [3.7240, 5.3484, 2.8489], [2.0156, 4.2270, 1.6150], [-2.8164, 4.0036, 3.4745], [4.2015, 4.1638, 3.2721], [-0.1698, -2.0498, -3.1792], [2.5962, 5.4211, 2.0258], [-3.9878, 4.0467, 1.5335], [2.4724, 2.9563, 2.0538], [-2.2095, 2.8278, 3.0929], [-3.3220, 2.8693, 1.0976], [3.6135, 2.9525, 2.8854], [0.5987, -1.2742, -4.0237], [0.7581, 0.4436, -2.4187], [1.1139, -0.0431, -3.6352], [-0.5511, -1.4997, -1.9094], [-1.4604, -4.9197, -2.6159], [2.3595, -4.4174, 2.2120], [-1.7903, -3.3274, -5.3510], [-2.5091, -0.3486, 3.8992], [-3.6176, 1.0997, -1.9201], [0.8262, -4.5934, -4.4587], [2.1999, 6.3530, 1.6756], [4.4801, -3.8846, 2.8060], [2.7649, -5.0859, 1.4558], [3.2921, -3.9211, 4.1297], [0.5041, -5.5489, -4.8924], [-4.7014, 4.5867, 0.9119], [3.6207, 1.1066, 2.9606], [-3.3472, 0.3752, -2.6774], [1.0674, 1.4000, -2.0725], [-1.5497, 2.3153, 3.7391], [0.8935, -1.6664, -4.9863], [-2.1033, -4.2195, -5.8809], [4.1970, 6.2853, 3.1513], [-2.6100, 4.4365, 4.4564], [-1.2172, -2.6951, -6.0677], [-2.4852, -4.6568, -2.4113], [1.3628, -4.0131, -5.2134], [-1.3644, -5.9517, -2.9774], [1.5638, -4.7717, -3.6998], [1.1636, 4.2636, 0.9313], [1.7655, -5.0150, 2.9115], [-2.6593, -2.8061, -5.0315], [5.0520, 4.1035, 3.9982], [-0.8899, -4.8165, -1.6625], [-5.2885, 2.1146, -2.7577], [1.8480, 0.5037, -4.2434]]
}

3.
{
  "formula": "C25H26N2O3Re",
  "method": "wB97M-V/def2-TZVPD",
  "multiplicity": 2,
  "total_energy_ha": -1381.15394,
  "homo_lumo_gap_ev": [5.988, 5.459],
  "largest_force_ev_per_a": 2.11,
  "s_squared": 0.756,
  "charge": 2,
  "elements": ["Re", "O", "O", "O", "N", "N", "C", "C", "C", "C", "C", "C", "C", "C", "C", "C", "C", "C", "C", "C", "C", "C", "C", "C", "C", "C", "C", "C", "C", "C", "C", "H", "H", "H", "H", "H", "H", "H", "H", "H", "H", "H", "H", "H", "H", "H", "H", "H", "H", "H", "H", "H", "H", "H", "H", "H", "H"],
  "xyz": [[0.1463, -0.4349, 0.4864], [-0.5433, -1.4084, -0.9745], [-2.1646, -3.1953, -2.4732], [1.8489, -0.0410, 1.1481], [2.3260, 1.1198, -0.7206], [1.1300, 0.5392, -1.0445], [-1.4575, -0.6093, -4.9167], [3.9008, 1.2300, 1.1162], [4.2959, 0.6493, 2.3209], [-0.5335, 0.1776, -4.2776], [6.2402, 2.0553, 2.3366], [-0.6048, -0.3832, 2.7307], [-1.6273, -2.0596, -2.9719], [-2.7153, 1.8722, -1.1201], [5.4674, 1.0653, 2.9262], [2.6891, 0.7997, 0.4555], [-0.9772, 0.7782, 2.0373], [4.6802, 2.2270, 0.5210], [-1.4409, -3.9950, -1.5361], [5.8473, 2.6361, 1.1352], [-0.7403, -2.8904, 3.1165], [-2.5782, -0.4919, 0.7854], [-0.2000, -0.0995, -2.9432], [-2.4181, 2.0274, 0.3673], [-1.9691, 0.7555, 1.0334], [-0.7680, -1.1997, -2.2798], [-1.9883, -1.7209, -4.2639], [0.8098, 0.6509, -2.3034], [-1.1528, -1.6338, 2.4109], [-2.1863, -1.6405, 1.4590], [-3.6631, 2.5191, 1.1310], [-1.4311, -3.0834, 3.9407], [-3.4609, 2.6659, 2.1923], [1.4391, 1.3114, -2.8901], [-3.3529, -0.5546, 0.0305], [-4.4866, 1.8095, 1.0268], [-1.9797, -4.9351, -1.4802], [4.3624, 2.6693, -0.4134], [-0.4262, -4.1811, -1.8916], [-1.8873, 1.4109, -1.6604], [-3.6171, 1.2812, -1.2934], [-1.6231, 2.7639, 0.5053], [-2.8915, 2.8550, -1.5551], [-0.7772, -3.7483, 2.4473], [-0.5199, 1.7229, 2.3091], [0.1850, -0.3253, 3.4705], [5.7829, 0.6146, 3.8572], [-2.6800, -2.3847, -4.7673], [-1.7458, -0.3969, -5.9365], [6.4541, 3.4073, 0.6815], [-2.6700, -2.5832, 1.2307], [-0.0603, 1.0093, -4.7832], [-3.9858, 3.4713, 0.7126], [-1.3972, -3.5396, -0.5470], [0.2610, -2.8043, 3.5331], [3.6994, -0.1316, 2.7736], [7.1559, 2.3764, 2.8146]]
}